C5H8O2 | the ωB97M-V functional and the def2-TZVPD basis

```
15
Properties=species:S:1:pos:R:3:nbo_charge:R:1
C -0.7671 1.5957 0.1014 -0.530
H 0.1792 0.6375 1.8736 0.212
H -0.1591 2.4835 0.2882 0.236
C -0.5209 0.4002 1.0625 -0.413
H -1.8167 1.8611 -0.0249 0.240
H 1.1238 -1.9965 0.5035 0.233
O -0.8778 -1.5222 -0.4171 -0.706
C 1.4089 -1.0622 0.0518 -0.638
H -0.7692 -1.7638 -1.3480 0.481
C 0.0126 -0.4758 -0.1212 0.140
O -0.1376 0.8580 -2.2351 -0.513
H 2.0701 -0.4940 0.7131 0.215
H 1.9178 -1.2410 -0.9037 0.219
C -0.2453 0.7297 -1.0426 0.597
H -1.4304 -0.0186 1.4930 0.227
```

Its LUMO energy is 0.918 eV. The calculation puts the energy above the lowest of the compared OMol25 structures with the same formula, charge and spin at 27.4 kcal/mol. As for the largest force on an atom: 0.0186 Eh/bohr. The value obtained for the electronic energy is -9408.645 eV. Its molar mass is 100.117 g mol⁻¹.